Here is a structure of composition C5H11IO2S from the OMol25 dataset. Energies are from ωB97M-V/def2-TZVPD.

Values from the calculation:
- LUMO: 0.35 eV
- ΔE to the lowest compared entry with this formula, charge and spin: 215.8 kJ/mol
- Total charge: 0
- HOMO: -9.2 eV

Each line ends with the natural charge from an NBO analysis.
Cartesian coordinates (Å):
1 C 0.43 0.63 -1.45  -0.6817
2 C 0.10 2.19 0.62  -0.6822
3 C 0.09 -2.62 0.15  -0.8253
4 C 0.23 0.78 0.05  -0.0070
5 C -1.50 -0.37 0.52  -0.7533
6 O -2.55 -2.85 0.64  -0.9252
7 O -1.97 -1.87 -1.57  -0.9446
8 S -1.65 -1.99 -0.14  2.0868
9 I -3.17 0.72 -0.04  0.2126
10 H 0.29 -0.44 -1.79  0.2443
11 H -0.45 1.32 -1.72  0.2303
12 H 1.47 1.03 -1.63  0.2287
13 H -0.61 2.85 -0.02  0.2311
14 H -0.40 2.23 1.75  0.2327
15 H 1.06 2.62 0.79  0.2373
16 H 0.11 -2.37 1.14  0.2144
17 H 0.23 -3.71 -0.03  0.2615
18 H 0.85 -2.02 -0.41  0.2307
19 H 0.92 0.17 0.65  0.1856
20 H -1.40 -0.48 1.59  0.2234


Here is a structure of composition C28H79F2N8O12PbS2 from the OMol25 dataset. Energies are from ωB97M-V/def2-TZVPD.

Values from the calculation:
- LUMO (spin up / spin down): -8.87 / -9.73 eV
- Spin multiplicity: 2
- ΔE to the lowest compared entry with this formula, charge and spin: 437.4 kJ/mol
- Total charge: +2
- HOMO (spin up / spin down): -12.2 / -12.2 eV

Each line ends with the Löwdin charge.
Cartesian coordinates (Å):
1 Pb 0.84 -4.30 -0.75  1.7677
2 N 0.81 -1.87 -0.38  -0.4561
3 S 0.12 -1.17 0.74  0.4057
4 O -1.26 -0.68 0.35  -0.2802
5 O 0.76 -0.41 1.78  -0.2266
6 F -0.04 -2.59 1.50  -0.2518
7 S 1.59 -0.38 -0.92  0.6334
8 O 2.88 -0.14 -0.27  -0.2522
9 O 0.73 0.74 -1.29  -0.2290
10 F 1.91 -0.95 -2.41  -0.2049
11 O -1.66 -3.95 -0.65  -0.1509
12 H -2.10 -3.22 -0.21  0.0511
13 H -2.30 -4.29 -1.26  0.0914
14 C 4.50 -1.41 2.48  -0.0738
15 C 4.03 -2.24 3.62  -0.4278
16 C 3.99 -1.41 4.89  -0.1848
17 O 3.75 -2.15 6.13  -0.2219
18 C 4.82 -2.47 7.05  -0.0790
19 N 2.66 -2.71 3.36  0.0563
20 H 3.65 -0.82 2.13  0.0512
21 H 4.84 -1.94 1.60  0.0791
22 H 5.31 -0.69 2.64  0.0821
23 H 4.72 -3.03 3.94  0.1486
24 H 3.19 -0.67 4.87  0.1266
25 H 4.90 -0.88 5.16  0.1222
26 H 4.96 -1.56 7.63  0.0881
27 H 5.69 -2.90 6.55  0.0846
28 H 4.57 -3.22 7.79  0.0844
29 H 2.43 -3.17 4.22  0.0728
30 H 1.98 -1.98 3.23  0.0364
31 C 1.21 4.46 0.79  0.0150
32 C 2.52 5.32 0.76  -0.3698
33 C 3.80 4.66 0.33  -0.1279
34 O 4.13 3.74 1.34  -0.0659
35 C 4.38 2.44 0.92  -0.0475
36 N 2.22 6.37 -0.10  0.2601
37 H 0.46 5.07 1.30  0.0997
38 H 1.38 3.55 1.37  0.0870
39 H 0.96 4.12 -0.21  0.0847
40 H 2.74 5.67 1.77  0.1778
41 H 4.47 5.52 0.34  0.1544
42 H 3.75 4.26 -0.68  0.1260
43 H 5.09 2.52 0.09  0.0879
44 H 3.47 2.04 0.47  0.0769
45 H 4.91 1.85 1.67  0.1147
46 H 3.04 6.96 -0.19  0.1467
47 H 1.89 6.13 -1.02  0.1482
48 C -6.55 -6.16 0.25  -0.0706
49 C -5.20 -6.10 0.92  -0.4379
50 C -4.89 -4.66 1.66  -0.1457
51 O -4.61 -3.47 0.91  -0.2047
52 C -4.23 -2.41 1.72  -0.1273
53 N -5.19 -7.18 1.85  0.0177
54 H -6.63 -7.05 -0.38  0.0919
55 H -6.60 -5.29 -0.40  0.0819
56 H -7.29 -6.11 1.04  0.0949
57 H -4.36 -6.42 0.31  0.1150
58 H -4.01 -4.87 2.27  0.1090
59 H -5.70 -4.47 2.36  0.1243
60 H -4.96 -2.08 2.45  0.1014
61 H -3.88 -1.63 1.05  0.0797
62 H -3.36 -2.72 2.31  0.0792
63 H -6.14 -7.49 1.68  0.0519
64 H -5.48 -6.95 2.80  0.0784
65 C -5.78 2.05 3.88  -0.0473
66 C -5.00 1.11 4.76  -0.4623
67 C -3.56 0.74 4.20  -0.1784
68 O -2.83 -0.39 4.73  -0.1933
69 C -1.48 -0.56 4.14  -0.0706
70 N -4.91 1.66 6.04  0.0342
71 H -6.86 1.98 3.92  0.0870
72 H -5.66 1.87 2.81  0.0498
73 H -5.52 3.09 4.07  0.0855
74 H -5.49 0.15 4.94  0.1389
75 H -2.93 1.64 4.27  0.1174
76 H -3.64 0.61 3.12  0.0910
77 H -0.76 0.26 4.22  0.0826
78 H -1.64 -0.79 3.08  0.0392
79 H -1.03 -1.43 4.62  0.0888
80 H -4.15 1.09 6.39  0.0739
81 H -4.43 2.54 5.97  0.0756
82 C 1.73 3.34 -3.90  -0.0508
83 C 3.23 3.41 -3.48  -0.3983
84 C 3.82 2.24 -2.74  -0.2143
85 O 5.24 2.12 -2.68  -0.1548
86 C 5.69 0.93 -2.14  -0.1158
87 N 3.83 3.46 -4.83  0.0511
88 H 1.30 4.15 -4.48  0.0887
89 H 1.01 3.30 -3.08  0.0470
90 H 1.51 2.39 -4.41  0.0502
91 H 3.47 4.32 -2.93  0.1160
92 H 3.41 1.34 -3.19  0.1013
93 H 3.38 2.27 -1.74  0.0862
94 H 5.38 0.03 -2.68  0.0823
95 H 5.36 0.82 -1.11  0.0594
96 H 6.78 0.96 -2.07  0.1057
97 H 4.83 3.47 -4.73  0.0736
98 H 3.60 2.53 -5.13  0.0485
99 C 4.23 -0.70 -5.79  -0.0499
100 C 2.72 -0.93 -6.11  -0.3527
101 C 2.22 -2.23 -5.48  -0.2030
102 O 0.94 -2.73 -5.93  -0.1993
103 C 0.85 -3.06 -7.33  -0.0915
104 N 1.99 0.20 -5.41  0.0332
105 H 4.57 0.26 -6.17  0.0773
106 H 4.88 -1.33 -6.39  0.0830
107 H 4.33 -0.75 -4.70  0.0585
108 H 2.63 -0.75 -7.18  0.1381
109 H 2.19 -2.12 -4.39  0.0903
110 H 2.98 -2.99 -5.66  0.1167
111 H 1.62 -3.71 -7.73  0.0918
112 H 0.95 -2.17 -7.94  0.0764
113 H -0.16 -3.41 -7.53  0.0923
114 H 1.00 0.22 -5.64  0.0749
115 H 1.93 0.14 -4.41  0.0214
116 C -6.18 1.57 -0.65  -0.0527
117 C -4.78 1.96 -0.14  -0.3698
118 C -3.51 1.76 -1.08  -0.1870
119 O -3.54 2.66 -2.20  -0.1999
120 C -2.59 2.32 -3.22  -0.0949
121 N -4.83 3.43 0.16  0.0308
122 H -6.14 0.63 -1.21  0.0689
123 H -6.69 2.25 -1.33  0.0804
124 H -6.84 1.49 0.21  0.0714
125 H -4.49 1.46 0.79  0.1009
126 H -3.55 0.77 -1.51  0.1046
127 H -2.57 1.87 -0.53  0.1069
128 H -1.60 2.07 -2.84  0.0594
129 H -2.37 2.96 -4.08  0.0884
130 H -2.97 1.39 -3.63  0.0821
131 H -4.75 3.97 -0.69  0.0609
132 H -3.97 3.63 0.65  0.0548


Here is a cluster of 2 separate species, C2H8N3S2 in total from the OMol25 dataset. Energies are from ωB97M-V/def2-TZVPD.

Values from the calculation:
- LUMO: -4.15 eV
- ΔE to the lowest compared entry with this formula, charge and spin: 63.8 kJ/mol
- Total charge: +1
- HOMO: -13.1 eV

Each line ends with the natural charge from an NBO analysis.
Cartesian coordinates (Å):
1 C -0.91 -0.82 -1.32  0.2060
2 C 1.38 -0.54 -0.47  0.4051
3 N -2.10 -0.75 -0.82  -0.7733
4 N 0.10 -0.41 -0.28  -0.5901
5 N 2.21 -0.26 0.52  -0.7006
6 S -0.38 -1.02 -2.82  -0.0114
7 S -0.07 1.91 1.68  -0.3289
8 H 1.66 -0.75 -1.51  0.2710
9 H -2.31 -0.80 0.17  0.4167
10 H -2.88 -0.62 -1.56  0.4583
11 H -0.29 -0.54 0.69  0.4239
12 H -1.22 2.08 1.08  0.1583
13 H 1.92 0.10 1.41  0.4313
14 H 3.26 -0.15 0.43  0.4505
15 H -0.38 2.56 2.80  0.1833


Here is a structure of composition C48H40F3N3O2PtSb from the OMol25 dataset. Energies are from ωB97M-V/def2-TZVPD.

Values from the calculation:
- LUMO: 2.40 eV
- ΔE to the lowest compared entry with this formula, charge and spin: 34.3 kJ/mol
- Total charge: -1
- HOMO: -5.0 eV

Each line ends with the Löwdin charge.
Cartesian coordinates (Å):
1 Pt -0.01 -0.57 0.38  1.0140
2 C -1.40 -2.23 4.07  -0.0352
3 C 0.07 -1.96 4.18  -0.2050
4 C 0.84 -2.70 5.07  -0.0535
5 C 2.20 -2.50 5.19  -0.0923
6 C 2.82 -1.54 4.41  -0.0532
7 C 2.08 -0.78 3.51  -0.2160
8 C 2.74 0.28 2.69  -0.0511
9 C 0.72 -1.00 3.39  -0.2305
10 N -0.02 -0.28 2.39  -0.0577
11 C -0.97 0.54 2.91  -0.4827
12 O -1.14 0.80 4.10  0.0326
13 C -1.88 1.15 1.89  -0.1726
14 C -3.01 1.90 2.16  0.0118
15 C -3.80 2.29 1.09  -0.0442
16 C -3.47 1.91 -0.20  0.0124
17 C -2.31 1.18 -0.39  -0.1763
18 N -1.55 0.86 0.64  0.0126
19 C -1.80 0.70 -1.73  -0.5066
20 O -2.49 0.96 -2.72  0.0261
21 N -0.58 0.12 -1.68  -0.0340
22 C 0.05 0.10 -2.96  -0.2307
23 C 0.50 -1.08 -3.55  -0.2102
24 C 0.36 -2.38 -2.83  -0.0472
25 C 1.04 -1.05 -4.83  -0.0620
26 C 1.15 0.13 -5.54  -0.1096
27 C 0.76 1.31 -4.93  -0.0775
28 C 0.23 1.32 -3.65  -0.2314
29 C -0.13 2.65 -3.05  -0.0631
30 H -1.65 -3.14 4.61  0.0737
31 H -1.71 -2.34 3.03  0.0714
32 H -1.97 -1.40 4.49  0.0757
33 H 0.35 -3.45 5.68  0.1016
34 H 2.78 -3.09 5.89  0.0933
35 H 3.89 -1.37 4.50  0.1031
36 H 3.82 0.27 2.82  0.0812
37 H 2.35 1.27 2.94  0.0913
38 H 2.52 0.12 1.63  0.0021
39 H -3.23 2.14 3.19  0.1172
40 H -4.70 2.87 1.27  0.1037
41 H -4.07 2.15 -1.07  0.1165
42 H -0.68 -2.72 -2.83  0.0988
43 H 0.64 -2.26 -1.79  0.0224
44 H 0.98 -3.15 -3.27  0.0834
45 H 1.36 -1.99 -5.27  0.1033
46 H 1.55 0.13 -6.55  0.0949
47 H 0.89 2.26 -5.44  0.1102
48 H 0.50 3.43 -3.48  0.0766
49 H 0.01 2.65 -1.96  0.0393
50 H -1.17 2.90 -3.23  0.0815
51 F 7.57 -2.04 0.31  0.0433
52 C 6.50 -1.24 0.06  -0.2809
53 C 5.24 -1.79 0.03  -0.0031
54 C 4.16 -0.95 -0.21  -0.1305
55 C 4.34 0.41 -0.41  -0.3848
56 C 5.63 0.93 -0.39  -0.1166
57 C 6.73 0.11 -0.14  -0.0131
58 Sb 2.59 1.59 -0.81  1.5602
59 C 3.54 2.40 -2.57  -0.3656
60 C 3.69 1.52 -3.64  -0.1284
61 C 4.34 1.90 -4.81  -0.0103
62 C 4.83 3.19 -4.89  -0.2871
63 F 5.46 3.58 -6.02  0.0361
64 C 4.69 4.10 -3.86  -0.0191
65 C 4.04 3.69 -2.70  -0.1102
66 C 3.05 3.30 0.41  -0.3859
67 C 2.32 4.46 0.18  -0.1431
68 C 2.52 5.61 0.93  -0.0153
69 C 3.46 5.58 1.93  -0.2874
70 F 3.67 6.69 2.67  0.0422
71 C 4.20 4.44 2.22  -0.0082
72 C 3.98 3.31 1.45  -0.1187
73 H 5.12 -2.86 0.19  0.1086
74 H 3.16 -1.37 -0.24  0.0655
75 H 5.80 1.99 -0.57  0.1031
76 H 7.74 0.50 -0.12  0.1143
77 H 3.30 0.51 -3.58  0.0984
78 H 4.46 1.23 -5.64  0.1180
79 H 5.09 5.10 -3.97  0.1124
80 H 3.94 4.40 -1.89  0.0857
81 H 1.57 4.48 -0.61  0.0974
82 H 1.96 6.52 0.74  0.1159
83 H 4.91 4.46 3.03  0.1167
84 H 4.56 2.42 1.67  0.0863
85 C 0.57 -2.54 0.88  -0.2539
86 C 0.95 -3.66 -0.03  -0.3291
87 C 2.28 -3.96 -0.29  -0.0616
88 C 2.64 -5.01 -1.12  -0.0927
89 C 1.66 -5.81 -1.71  -0.1187
90 C 0.33 -5.53 -1.45  -0.1045
91 C -0.02 -4.47 -0.62  -0.0820
92 H -0.35 -2.81 1.41  0.0326
93 H 1.38 -2.42 1.59  0.0381
94 H 3.06 -3.36 0.17  0.0721
95 H 3.69 -5.23 -1.30  0.0953
96 H 1.94 -6.63 -2.35  0.0893
97 H -0.45 -6.14 -1.89  0.0964
98 H -1.07 -4.26 -0.42  0.1147


Here is a cluster of 2 separate species, C2H3IS2 in total from the OMol25 dataset. Energies are from ωB97M-V/def2-TZVPD.

Values from the calculation:
- LUMO (spin up / spin down): -0.49 / -0.48 eV
- ΔE to the lowest compared entry with this formula, charge and spin: 356.4 kJ/mol
- Total charge: 0
- HOMO (spin up / spin down): -8.1 / -8.2 eV

Each line ends with the natural charge from an NBO analysis.
Cartesian coordinates (Å):
1 C -0.21 -1.02 -0.61  -0.5109
2 C 0.12 1.09 0.63  -0.5702
3 S -0.15 -0.65 -2.25  0.2005
4 S 1.33 -1.58 -1.21  0.1428
5 I -1.20 0.75 2.26  0.0875
6 H -0.95 -1.57 0.03  0.2576
7 H 0.02 2.05 0.05  0.2122
8 H 1.05 0.92 1.10  0.1805


> Look up the total charge of the fifth one.

0


> Number 4 is which compound?

C48H40F3N3O2PtSb


What did the first record say?
Here is a structure of composition C5H11IO2S from the OMol25 dataset. Energies are from ωB97M-V/def2-TZVPD.

Values from the calculation:
- LUMO: 0.35 eV
- ΔE to the lowest compared entry with this formula, charge and spin: 215.8 kJ/mol
- Total charge: 0
- HOMO: -9.2 eV

Each line ends with the natural charge from an NBO analysis.
Cartesian coordinates (Å):
1 C 0.43 0.63 -1.45  -0.6817
2 C 0.10 2.19 0.62  -0.6822
3 C 0.09 -2.62 0.15  -0.8253
4 C 0.23 0.78 0.05  -0.0070
5 C -1.50 -0.37 0.52  -0.7533
6 O -2.55 -2.85 0.64  -0.9252
7 O -1.97 -1.87 -1.57  -0.9446
8 S -1.65 -1.99 -0.14  2.0868
9 I -3.17 0.72 -0.04  0.2126
10 H 0.29 -0.44 -1.79  0.2443
11 H -0.45 1.32 -1.72  0.2303
12 H 1.47 1.03 -1.63  0.2287
13 H -0.61 2.85 -0.02  0.2311
14 H -0.40 2.23 1.75  0.2327
15 H 1.06 2.62 0.79  0.2373
16 H 0.11 -2.37 1.14  0.2144
17 H 0.23 -3.71 -0.03  0.2615
18 H 0.85 -2.02 -0.41  0.2307
19 H 0.92 0.17 0.65  0.1856
20 H -1.40 -0.48 1.59  0.2234